Here is a structure of composition C10H15ClI2InN2O2P at a distorted geometry from the Open Molecules 2025 dataset. Energies are from ωB97M-V with the def2-TZVPD basis set.

M in g/mol: 630.3
Largest force on an atom in eV/Å: 10.9
DFT total energy in eV: -60859.1002
Frontier orbital gap in eV: 4.471
Charge: +2
Energy above the lowest of the compared OMol25 structures with the same formula, charge and spin in kJ/mol: 0.0

Cartesian coordinates (Å):
H -0.55616 -7.87348 2.32105
H 2.83003 2.13825 0.23293
C -0.72885 -4.22871 0.69928
C 0.60251 -3.48287 2.53809
O 0.58014 -6.08327 3.55963
P 0.71404 2.11636 -0.91750
H 1.84047 2.85378 -2.88469
H 1.13310 -1.39255 2.50989
N -0.07077 -1.99581 0.86157
I -6.31159 1.52879 -0.39685
O -2.95412 0.91078 0.27785
C -0.71178 -2.94196 0.19509
H 2.36395 3.75682 -0.39827
H 2.26554 1.15197 -2.48696
H -1.01404 3.57456 -0.12475
H -1.27897 -4.98793 0.12352
C 2.00187 2.84320 0.10408
In 0.16818 -0.07160 -0.01296
N -0.63581 -6.99026 1.85962
H -1.23376 -2.70594 -0.75419
H 1.60412 3.10754 1.09193
H 0.69833 1.52007 -3.25363
I -5.78434 2.41830 2.08971
Cl 2.30758 -0.69779 -0.22215
C -1.83344 0.56137 0.17366
H -1.11382 -6.91114 1.01518
C -0.07136 -4.53408 1.87473
C 1.45000 1.88095 -2.54029
H 1.14440 -3.64948 3.47641
C -0.56217 3.33479 -1.09460
H -0.11293 4.24998 -1.51944
C 0.59326 -2.21879 2.00991
C -0.01587 -5.90799 2.49376
H -1.35379 2.97997 -1.76528